[1]
ORCA calculation (wB97M-V/def2-TZVPD) on a structure of composition C14H21AgN5PS2 in a non-equilibrium geometry.

- DFT total energy (Ha) = -2104.427871
- charge = -2
- E_LUMO (alpha / beta) (eV) = 4.68 / 4.68
- HOMO (alpha / beta) (eV) = 1.246 / 1.262
- orbital gap (alpha / beta) (eV) = 3.43 / 3.42

Each line ends with the natural charge from an NBO analysis.
Atoms and positions in Å:
1 Ag 0.40038 -1.25193 -0.36305  0.70
2 S -0.99362 -3.19873 -0.18235  -0.27
3 S 0.29558 -1.39833 2.00725  -0.36
4 P -1.01752 0.72827 -0.36305  0.85
5 N -1.87472 -5.72403 2.87505  -0.52
6 N 5.27968 0.41097 -2.05205  -0.82
7 N -3.29712 -1.66853 3.88125  -0.53
8 N 5.28048 -1.25453 -0.42075  -0.48
9 N 2.44498 -1.25193 -0.36305  -0.43
10 C -3.32372 1.76997 0.98455  -0.61
11 C 4.56218 -0.42643 -1.20075  0.30
12 C -2.59262 -2.32503 3.23335  0.34
13 C 4.56458 -2.07643 0.38385  -0.01
14 C -2.54942 0.52047 0.61845  -0.75
15 C -2.41432 0.77067 -2.78275  -0.62
16 C -1.55972 1.62857 -1.86295  -0.73
17 C -0.27502 3.41507 0.31055  -0.61
18 C -1.76322 -3.18383 2.47355  -0.60
19 C -1.80302 -4.58393 2.66975  0.35
20 C -0.02772 1.94327 0.58395  -0.74
21 C -0.82212 -2.59523 1.43385  -0.23
22 C 3.16798 -0.43973 -1.17405  -0.06
23 C 3.18028 -2.07433 0.41455  -0.04
24 H -0.15152 1.74687 1.65495  0.24
25 H 5.01728 1.38247 -1.93205  0.37
26 H -1.88852 -0.14063 -3.08845  0.25
27 H -2.66682 1.33077 -3.68925  0.18
28 H -3.21622 -0.15453 0.06995  0.23
29 H 2.58928 0.21037 -1.82035  0.21
30 H 0.40038 -1.25193 -2.10305  -0.67
31 H -2.75232 2.41517 1.65805  0.19
32 H -4.24402 1.49367 1.51075  0.20
33 H -2.11292 2.53807 -1.61195  0.19
34 H -0.00582 3.68217 -0.71675  0.19
35 H -3.61262 2.35257 0.10535  0.18
36 H 1.02678 1.74017 0.36175  0.22
37 H -0.66882 1.94327 -2.41795  0.22
38 H 6.26578 0.25977 -1.85135  0.37
39 H -1.31582 3.70557 0.47215  0.20
40 H -2.28592 -0.00473 1.54395  0.27
41 H 5.14248 -2.74553 1.01105  0.18
42 H 0.34558 4.02547 0.97565  0.19
43 H -3.35382 0.47577 -2.30385  0.19
44 H 2.62528 -2.73913 1.06605  0.23

=====

[2]
ORCA calculation (wB97M-V/def2-TZVPD) on a structure of composition C14H21AsN2O5PdS5 in a non-equilibrium geometry.

- DFT total energy (Ha) = -5386.525514
- charge = -2
- energy above the lowest of the compared OMol25 structures with the same formula, charge and spin (kcal per mole) = 40.5
- E_LUMO (eV) = 3.94
- HOMO (eV) = -1.279
- orbital gap (eV) = 5.22

Each line ends with the natural charge from an NBO analysis.
Atoms and positions in Å:
1 Pd -0.80595 -0.21888 -0.53916  0.67
2 As -3.63562 0.37344 -0.60846  0.93
3 S -2.11931 0.68736 -2.19412  -0.55
4 S -4.84191 -1.33619 -0.91805  -0.78
5 S -2.35398 0.12732 1.19496  -0.52
6 S -4.72821 2.19704 -0.39304  -0.84
7 S 0.78738 -3.41536 -3.63044  2.35
8 O 0.02268 -4.36609 -4.38557  -0.96
9 O 0.63575 -1.78702 0.14428  -0.85
10 O 0.88432 -3.68997 1.32569  -0.70
11 O 1.29064 -2.22338 -4.24954  -0.95
12 O 1.07021 1.74027 -0.33012  -0.65
13 N -0.05935 -2.98131 -2.32642  -0.87
14 N 1.65217 3.86475 0.02791  -0.46
15 C 2.20160 -4.29386 -2.99907  -0.38
16 C -0.75591 3.27506 -0.01604  -0.75
17 C 1.33925 5.27942 0.16336  -0.40
18 C 3.03868 3.42111 -0.04086  -0.40
19 C 0.24825 -2.96680 0.55455  0.78
20 C 0.69457 2.88929 -0.12780  0.70
21 C 2.30126 -5.66558 -3.15214  -0.17
22 C -0.57639 -4.07249 -1.46160  -0.21
23 C 4.29884 -4.25386 -1.84218  -0.23
24 C 5.61224 -6.35715 -1.40437  -0.62
25 C 3.20063 -3.57944 -2.34525  -0.10
26 C -1.00131 -3.52948 -0.10107  -0.53
27 C 3.41217 -6.33088 -2.64281  -0.23
28 C 4.41734 -5.63705 -1.98142  -0.01
29 H 1.50781 -6.19190 -3.66870  0.24
30 H 3.49315 -7.40844 -2.75125  0.20
31 H -1.21339 2.66847 0.76218  0.29
32 H 0.80735 5.49940 1.09186  0.19
33 H -0.93688 4.32787 0.18970  0.20
34 H 2.26955 5.84232 0.17060  0.19
35 H 3.26786 2.72986 0.77116  0.21
36 H -1.40385 -4.55484 -1.97130  0.21
37 H 0.73217 5.64408 -0.66741  0.20
38 H 6.54046 -6.01187 -1.86604  0.21
39 H 5.69130 -6.17122 -0.33074  0.22
40 H -1.39146 -4.36341 0.47407  0.22
41 H -1.27443 2.98743 -0.93004  0.29
42 H 3.10363 -2.50477 -2.23300  0.23
43 H 3.69646 4.28585 0.02672  0.18
44 H 3.23142 2.88938 -0.97262  0.21
45 H 5.53343 -7.43433 -1.55705  0.21
46 H 5.07572 -3.70393 -1.31890  0.21
47 H 0.45687 -2.29491 -1.77971  0.43
48 H -1.76653 -2.76703 -0.19948  0.26
49 H 0.21613 -4.80924 -1.29055  0.18

=====

[3]
ORCA calculation (wB97M-V/def2-TZVPD) on an isolated molecule of C14H21Cl2F3O4 in a non-equilibrium geometry.

- SMILES = CC(=O)OCCCCCC[C@H](OC(=O)[C@@H](Cl)[C@@H](C)Cl)C(F)(F)F
- DFT total energy (Ha) = -2066.699786
- E_LUMO (eV) = -0.27
- HOMO (eV) = -10.360
- orbital gap (eV) = 10.09

Each line ends with the natural charge from an NBO analysis.
Atoms and positions in Å:
1 Cl 1.67036 -5.15846 -1.66598  -0.07
2 Cl -1.41438 -1.95059 -0.56336  -0.06
3 F 0.29622 -2.99199 4.61653  -0.36
4 F 1.91673 -1.47750 5.49664  -0.33
5 F -0.32372 -0.68902 4.71564  -0.33
6 O 0.41749 -2.20380 2.09223  -0.50
7 O -3.65216 3.60537 -0.36597  -0.57
8 O -1.92023 3.74236 -2.13607  -0.53
9 O 2.25392 -2.75212 0.46968  -0.57
10 C 1.62263 0.07720 2.59266  -0.45
11 C -3.11690 3.12933 -1.52460  0.78
12 C 1.07181 2.24523 1.10731  -0.41
13 C -0.14867 -3.30910 -0.26073  -0.27
14 C -0.93107 2.73314 -2.54750  -0.09
15 C 0.83223 -1.58555 4.48412  0.98
16 C 1.41770 -1.51574 2.91850  0.03
17 C 0.97004 -2.71094 0.82974  0.78
18 C 0.49799 -3.67603 -1.72152  -0.18
19 C 1.14155 -2.38692 -2.52906  -0.66
20 C 0.65034 2.84469 -0.35952  -0.42
21 C 0.76500 0.64596 1.31718  -0.42
22 C -3.94690 1.84962 -2.20614  -0.74
23 C -0.30739 1.86472 -1.26177  -0.45
24 H 0.41987 1.06903 -1.77140  0.21
25 H -0.38238 0.46020 1.47326  0.23
26 H 1.55855 -1.58635 -1.75964  0.23
27 H -1.14806 1.30546 -0.65955  0.22
28 H 2.77781 0.25381 2.35877  0.23
29 H 2.07224 -2.68976 -3.19847  0.25
30 H -0.40980 -4.05183 -2.39941  0.24
31 H -5.06497 2.10077 -2.44326  0.27
32 H 2.23785 2.40619 1.25119  0.21
33 H 1.16325 0.10377 0.33097  0.21
34 H -3.96627 0.99726 -1.37789  0.25
35 H 0.52227 2.91953 1.92410  0.22
36 H -1.33852 2.03442 -3.40706  0.19
37 H -3.40526 1.39569 -3.13898  0.22
38 H 2.46993 -2.02504 2.96340  0.26
39 H 0.14164 3.91062 -0.20683  0.23
40 H -0.68802 -4.26528 0.20737  0.28
41 H 1.62697 3.06435 -1.00969  0.21
42 H -0.02123 3.32506 -3.01871  0.21
43 H 0.28479 -1.85176 -3.12859  0.23
44 H 1.38675 0.79399 3.51243  0.24

=====

Question: The lowest DFT total energy belongs to which entry?
Answer: C14H21AsN2O5PdS5

=====

Question: The lowest DFT total energy belongs to which entry?
Answer: C14H21AsN2O5PdS5

=====

Question: What is the formula in the third record?
Answer: C14H21Cl2F3O4